[1]
{"formula": "C4H5NO2", "method": "ωB97M-V with the def2-TZVPD basis set", "orbital_gap_ev": 10.2, "e_homo_ha": -0.3693, "spin_multiplicity": 1, "symbols": ["O", "C", "N", "C", "C", "O", "C", "H", "H", "H", "H", "H"], "coordinates": [[-2.79327, -0.51014, 0.22704], [-1.81632, 0.10978, 0.40939], [-0.88035, 0.85765, 0.59324], [0.51867, 0.59195, 0.83892], [1.05605, -0.56186, 0.02463], [0.56578, -1.88120, 0.40930], [0.13223, -1.47037, -0.73305], [-0.36863, 1.08283, -1.83040], [0.65140, 0.40424, 1.91192], [1.09633, 1.48921, 0.59810], [2.10714, -0.55927, -0.24847], [-0.26904, 0.44718, -2.20062]], "forces_ev_per_a": [[0.55, 0.50, 0.12], [-0.33, -0.05, 0.07], [-0.54, -0.38, 0.02], [0.17, -0.10, 0.02], [0.17, 0.24, 0.00], [-0.14, -0.07, -0.19], [0.28, -0.23, 0.36], [0.00, 0.06, -0.22], [0.09, -0.01, -0.14], [-0.14, -0.13, -0.03], [-0.10, 0.00, 0.13], [-0.03, 0.17, -0.13]], "mulliken_charge": [-0.448, 0.746, -0.459, -0.602, 0.336, -0.158, -0.466, -0.022, 0.328, 0.311, 0.399, 0.035]}

---

[2]
{"formula": "C4H5NO2", "method": "ωB97M-V with the def2-TZVPD basis set", "orbital_gap_ev": 11.4, "e_homo_ha": -0.3893, "spin_multiplicity": 1, "smiles": "O=C1CCN=CO1", "symbols": ["O", "C", "C", "C", "N", "C", "O", "H", "H", "H", "H", "H"], "coordinates": [[2.50039, 0.89068, 0.14274], [1.39709, 0.42801, 0.10230], [-0.16083, 1.09644, 0.16702], [-1.11980, 0.07764, -0.47897], [-0.95483, -1.11233, 0.34298], [0.21891, -1.55945, 0.34216], [1.27999, -0.96316, -0.29848], [-0.61328, 1.34745, 1.15233], [-0.00189, 2.01484, -0.39128], [-0.82443, -0.10839, -1.51967], [-2.19640, 0.32012, -0.49900], [0.47507, -2.43185, 0.93788]], "forces_ev_per_a": [[-2.16, -0.14, 0.14], [-1.04, -0.25, -0.58], [1.38, -0.34, -0.12], [0.33, 0.10, 0.02], [-0.06, -0.63, -0.50], [-0.37, -0.12, 0.39], [0.14, 1.14, 0.90], [1.14, -0.23, -0.34], [-0.24, 0.14, -0.07], [0.03, -0.11, 0.14], [0.66, 0.45, 0.25], [0.18, -0.02, -0.23]], "mulliken_charge": [-0.469, 0.539, -0.576, -0.339, -0.460, 0.054, -0.337, 0.275, 0.309, 0.287, 0.316, 0.399]}

---

[3]
{"formula": "C4H5NO2", "method": "ωB97M-V with the def2-TZVPD basis set", "orbital_gap_ev": 9.9, "e_homo_ha": -0.3681, "spin_multiplicity": 1, "symbols": ["C", "C", "C", "O", "C", "O", "N", "H", "H", "H", "H", "H"], "coordinates": [[-1.35530, -0.42235, -0.48512], [0.09940, -0.05869, -0.62062], [0.43697, 1.37908, -0.26374], [1.55305, 1.82897, -0.26509], [1.05776, -0.16283, 2.35989], [2.06899, -0.49335, 2.75359], [1.05862, -0.81036, -0.97721], [-1.96865, 0.16765, -1.17681], [-1.52316, -1.48344, -0.68861], [-1.70380, -0.20087, 0.53106], [-0.43705, 2.00753, 0.01616], [0.71318, -1.75136, -1.18350]], "forces_ev_per_a": [[-0.03, -0.08, 0.00], [0.20, -0.23, -0.11], [0.44, 0.28, 0.00], [-0.56, -0.18, 0.00], [1.25, -0.42, 0.54], [-1.23, 0.40, -0.47], [-0.42, 0.11, 0.08], [0.10, -0.05, 0.10], [0.05, 0.16, 0.02], [0.05, -0.01, -0.14], [0.11, -0.05, -0.04], [0.05, 0.08, 0.01]], "mulliken_charge": [-1.198, 0.749, -0.103, -0.423, 0.179, -0.176, -0.593, 0.309, 0.398, 0.284, 0.323, 0.250]}

---

[4]
{"formula": "C4H5NO2", "method": "ωB97M-V with the def2-TZVPD basis set", "orbital_gap_ev": 10.2, "e_homo_ha": -0.3584, "spin_multiplicity": 1, "smiles": "O=C1NC[C@H]2O[C@@H]12", "symbols": ["O", "C", "N", "C", "C", "O", "C", "H", "H", "H", "H", "H"], "coordinates": [[-2.12357, -0.90420, -1.06506], [-1.04189, -0.68177, -0.60798], [0.21117, -0.41314, -1.28354], [0.60850, 0.86120, -0.58093], [0.30037, 0.56475, 0.89609], [-1.00461, 0.54043, 1.50571], [-0.55016, -0.61746, 0.83256], [0.72765, -1.14724, -0.70619], [0.11445, 1.73794, -1.01324], [1.68747, 0.98417, -0.69761], [1.08974, 0.65099, 1.64151], [-0.01913, -1.57567, 1.07867]], "forces_ev_per_a": [[0.81, 0.24, 0.26], [-0.28, -0.32, 0.13], [0.28, -0.33, -0.16], [0.10, 0.08, 0.02], [0.21, -0.15, -0.08], [0.05, -0.22, 0.23], [0.33, -0.61, -0.06], [0.27, 1.06, -1.64], [-0.06, -0.33, 0.01], [-0.15, 0.08, 0.05], [-0.06, -0.05, -0.22], [-1.49, 0.56, 1.46]], "mulliken_charge": [-0.476, 0.348, -0.507, -0.468, 0.082, -0.410, -0.211, 0.340, 0.301, 0.305, 0.358, 0.338]}

---

[5]
{"formula": "C4H5NO2", "method": "ωB97M-V with the def2-TZVPD basis set", "orbital_gap_ev": 7.9, "e_homo_ha": -0.2995, "spin_multiplicity": 1, "symbols": ["N", "C", "C", "C", "O", "C", "O", "H", "H", "H", "H", "H"], "coordinates": [[-1.31432, 0.54153, 0.31129], [-0.01693, -0.11319, 0.05294], [1.25085, 0.03846, 0.82701], [1.17077, 0.68127, -0.53185], [1.34199, -0.57415, -1.47165], [0.11537, -0.95881, -1.14183], [-0.71330, -1.60616, -1.74570], [-1.65636, 0.45547, 1.27116], [-2.00374, 0.12122, -0.32835], [1.21451, 0.75288, 1.64899], [1.80935, -0.87241, 1.03812], [-1.19818, 1.53389, 0.06986]], "forces_ev_per_a": [[-0.14, 0.04, 0.02], [-0.11, 0.05, -0.07], [0.10, 0.03, 0.15], [0.12, -0.15, 0.12], [0.03, -0.05, -0.09], [-0.35, -0.16, -0.12], [0.32, 0.30, 0.25], [0.08, -0.05, -0.16], [0.11, 0.01, 0.07], [0.03, -0.06, -0.16], [-0.08, 0.12, -0.05], [-0.10, -0.09, 0.04]], "mulliken_charge": [-0.139, -0.057, -0.347, -0.970, -0.269, 0.735, -0.641, 0.379, 0.372, 0.304, 0.231, 0.401]}

---

[6]
{"formula": "C4H5NO2", "method": "ωB97M-V with the def2-TZVPD basis set", "orbital_gap_ev": 10.6, "e_homo_ha": -0.3569, "spin_multiplicity": 1, "symbols": ["N", "C", "C", "C", "O", "C", "O", "H", "H", "H", "H", "H"], "coordinates": [[0.40787, 1.40013, 0.84398], [0.22433, 0.14674, 0.22180], [-1.15896, 0.06780, -0.43180], [-0.64059, -1.12087, 0.24408], [0.27563, -1.79079, -0.63817], [1.14716, -0.71480, -0.60566], [2.22703, -0.65024, -1.10565], [0.71362, 2.02662, 0.10663], [0.97081, 1.51106, 1.67033], [-1.83555, 0.65545, 0.18602], [-1.23157, 0.20340, -1.50130], [-1.09977, -1.73451, 1.00974]], "forces_ev_per_a": [[0.17, 0.12, 0.19], [-0.05, 0.24, -0.22], [-0.17, 0.02, -0.29], [-0.29, -0.04, 0.27], [0.16, -0.09, 0.11], [0.51, 0.22, -0.35], [-0.58, 0.02, 0.34], [-0.06, 0.24, 0.41], [0.39, -0.46, -0.04], [0.04, -0.05, -0.30], [-0.26, -0.47, -0.13], [0.13, 0.25, 0.01]], "mulliken_charge": [-0.593, 0.336, -0.535, -0.138, -0.362, 0.517, -0.559, 0.245, 0.220, 0.244, 0.271, 0.354]}

---

[7]
{"formula": "C4H5NO2", "method": "ωB97M-V with the def2-TZVPD basis set", "orbital_gap_ev": [8.8, 8.8], "e_homo_ha": [-0.3212, -0.3212], "spin_multiplicity": 1, "smiles": "O=C1NC[C@H]2O[C@@H]12", "symbols": ["O", "C", "N", "C", "C", "O", "C", "H", "H", "H", "H", "H"], "coordinates": [[1.11625, 2.30123, 0.54519], [0.53464, 1.23239, 0.44382], [1.15630, 0.04088, 0.17452], [0.37883, -0.94954, -0.50910], [-1.02446, -0.85685, -0.00100], [-1.34265, -0.27389, 1.17113], [-0.92234, 0.98286, 0.44636], [2.14657, 0.08591, 0.02931], [0.87520, -1.92431, -0.48093], [0.21241, -0.71195, -1.57811], [-1.61463, -1.76561, -0.32576], [-1.51611, 1.83890, 0.08458]], "forces_ev_per_a": [[-0.54, -0.43, 0.08], [0.00, -0.27, -0.05], [0.51, 0.06, -0.05], [0.18, 0.03, 0.12], [0.03, 1.24, -0.37], [0.88, 1.33, 0.58], [-0.49, -2.37, -1.19], [0.29, 0.02, -0.12], [-0.26, -0.12, 0.34], [0.47, -0.08, 0.11], [-0.38, 1.81, -0.10], [-0.69, -1.24, 0.65]], "mulliken_charge": [-0.625, 0.489, -0.220, -0.445, -0.091, -0.341, -0.321, 0.242, 0.380, 0.250, 0.359, 0.323]}

---

[8]
{"formula": "C4H5NO2", "method": "ωB97M-V with the def2-TZVPD basis set", "orbital_gap_ev": 10.6, "e_homo_ha": -0.3629, "spin_multiplicity": 1, "smiles": "O=C[C@H]1CN1C=O", "symbols": ["O", "C", "C", "C", "N", "C", "O", "H", "H", "H", "H", "H"], "coordinates": [[1.98808, -0.70693, -1.53918], [1.30835, 0.06473, -0.91203], [0.73288, -0.32310, 0.43227], [-0.14156, 0.58562, 1.20611], [-0.69220, -0.62277, 0.58708], [-1.50906, -0.43357, -0.54426], [-1.11834, -0.12625, -1.64307], [1.13823, 1.10478, -1.24471], [1.37092, -1.02307, 0.96737], [-0.40004, 1.53392, 0.73667], [-0.10891, 0.58599, 2.29129], [-2.56836, -0.63933, -0.33752]], "forces_ev_per_a": [[-0.13, 0.34, 0.27], [0.16, -0.19, -0.09], [0.26, -0.07, -0.03], [0.04, 0.28, 0.15], [-0.13, -0.22, -0.19], [0.10, 0.14, -0.35], [-0.16, -0.18, 0.41], [-0.02, -0.10, -0.05], [-0.14, 0.04, -0.08], [0.04, -0.12, 0.05], [-0.02, -0.01, -0.16], [0.01, 0.08, 0.08]], "mulliken_charge": [-0.477, -0.042, 0.098, -0.477, -0.332, 0.144, -0.459, 0.344, 0.321, 0.249, 0.244, 0.387]}

---

Listing energy relative to the best compared isomer or geometry (same formula, charge and spin) for the structures above in their given order: 465.05 128.98 149.81 354.05 452.16 223.64 363.48 206.11 kJ/mol.
Listing total energy for the structures above in their given order: -360.49229 -360.62029 -360.61236 -360.53457 -360.49720 -360.58424 -360.53098 -360.59092 a.u..
Listing largest force on an atom for the structures above in their given order: 0.75 2.16 1.42 2.16 0.50 0.67 2.70 0.47 eV/Å.